Formula: C4H12OSi2
Source: the OMol25 dataset
Level of theory: wB97M-V/def2-TZVPD

Output
**Net charge**: 0
**Gap between HOMO and LUMO (spin up / spin down)**: 8.24 / 8.24 eV
**2S+1**: 1
**ΔE to the lowest compared entry with this formula, charge and spin**: 565.9 kJ/mol
**E_HOMO (spin up / spin down)**: -8.09 / -8.09 eV
**SMILES**: C=[SiH]OCC.C=[SiH2]
**DFT total energy**: -813.67189 hartree
**Maximum force**: 4.1 eV Å⁻¹

Cartesian coordinates (Å):
C: 2.43 1.60 0.50
C: -1.26 -2.83 -0.88
C: -1.58 1.83 0.23
C: -1.03 0.63 -0.42
O: -0.83 -0.31 0.61
Si: 2.81 -0.03 -0.11
Si: -0.98 -1.95 0.62
H: 1.61 1.68 1.14
H: 2.96 2.56 0.54
H: -1.39 -3.99 -0.81
H: -0.92 -2.68 -1.87
H: -1.33 2.80 -0.29
H: -2.66 1.73 0.24
H: -1.04 1.95 1.22
H: -0.10 0.79 -0.98
H: -1.71 0.06 -1.15
H: 3.92 -0.42 -0.87
H: 1.93 -1.11 0.25
H: -0.81 -2.30 2.01